No. 1
{
  "formula": "C21H21IrN4O2",
  "method": "ωB97M-V/def2-TZVPD",
  "species": ["Ir", "O", "C", "N", "C", "O", "C", "C", "C", "C", "C", "N", "C", "C", "C", "C", "C", "N", "H", "H", "H", "H", "H", "H", "H", "H", "C", "N", "C", "C", "C", "C", "C", "C", "C", "C", "H", "H", "H", "H", "H", "H", "H", "H", "H", "H", "H", "H", "H"],
  "positions_angstrom": [[0.02757, -1.33999, -0.59769], [-3.13412, 0.07225, 1.56030], [-2.25853, -0.60334, 1.10757], [-1.74179, -0.50940, -0.19413], [-2.37600, 0.20859, -1.20920], [-3.21457, 1.05291, -1.07383], [-1.84682, -0.17235, -2.55449], [-2.51135, 0.19323, -3.70445], [-1.96202, -0.17065, -4.92759], [-0.75960, -0.86617, -4.94618], [-0.16311, -1.20755, -3.74757], [-0.70922, -0.87193, -2.56807], [-1.58673, -1.68987, 1.87621], [-1.99969, -2.02790, 3.14522], [-1.37907, -3.09684, 3.77909], [-0.38021, -3.78933, 3.11009], [-0.03077, -3.39001, 1.83275], [-0.62169, -2.35018, 1.23590], [-3.43791, 0.74374, -3.61622], [-2.46511, 0.08059, -5.85179], [-0.28968, -1.15198, -5.87636], [0.76568, -1.76110, -3.72521], [-2.80260, -1.46682, 3.60329], [-1.67988, -3.38831, 4.77635], [0.12438, -4.63168, 3.56110], [0.71757, -3.92766, 1.26548], [2.03240, 3.64051, 0.08247], [0.88064, 2.93514, -0.55347], [1.31961, 2.19389, -1.76627], [0.13756, 2.05201, 0.43359], [1.00964, 1.01232, 1.08597], [1.50406, 1.27071, 2.36701], [2.29980, 0.35261, 3.02828], [2.67675, -0.81784, 2.38689], [2.22554, -1.07135, 1.09986], [1.32903, -0.20618, 0.47096], [2.51620, 4.28077, -0.65095], [2.74369, 2.90150, 0.44029], [1.67880, 4.24465, 0.91438], [0.21352, 3.64719, -0.85472], [2.09615, 1.48690, -1.48551], [1.71623, 2.89595, -2.49571], [0.47447, 1.65831, -2.19255], [-0.67854, 1.58777, -0.10921], [-0.28272, 2.71516, 1.18800], [1.24166, 2.19777, 2.86409], [2.64647, 0.55986, 4.03137], [3.32175, -1.53245, 2.88092], [2.61253, -1.94343, 0.57377]],
  "forces_ev_per_a": [[-3.124, -0.340, 0.049], [-0.099, 0.015, -0.060], [0.198, 0.291, 0.096], [0.831, -0.361, -0.360], [0.123, 0.098, 0.098], [-0.138, -0.057, 0.069], [-0.275, 0.177, -0.085], [0.012, -0.054, -0.094], [0.021, -0.014, 0.033], [-0.127, -0.056, 0.006], [0.020, -0.028, -0.073], [1.682, 0.283, 0.067], [-0.218, 0.010, 0.175], [-0.089, -0.116, 0.065], [0.039, 0.049, -0.007], [-0.115, -0.027, -0.057], [0.008, -0.098, 0.000], [1.648, 0.402, -0.233], [0.008, 0.011, -0.013], [0.023, 0.036, 0.001], [-0.013, -0.030, 0.004], [0.015, 0.027, 0.060], [0.010, 0.019, -0.013], [0.023, -0.002, 0.004], [-0.035, -0.025, -0.007], [0.097, 0.118, 0.020], [0.192, 0.175, 0.057], [0.128, -0.042, 0.083], [0.078, -0.093, -0.185], [-0.108, -0.282, 0.251], [-0.043, 0.122, -0.310], [0.233, 0.010, -0.059], [-0.017, 0.052, 0.120], [0.282, 0.125, -0.231], [0.404, 0.138, -0.169], [-1.016, -0.623, 0.675], [-0.089, -0.008, -0.065], [-0.048, -0.049, -0.019], [-0.076, -0.036, -0.006], [-0.027, -0.016, 0.024], [-0.016, 0.012, 0.070], [-0.009, 0.064, 0.057], [-0.051, 0.050, 0.044], [-0.033, 0.195, -0.109], [0.000, 0.067, -0.060], [-0.018, 0.012, -0.036], [-0.049, -0.022, 0.019], [0.064, 0.038, -0.031], [-0.304, -0.216, 0.134]],
  "nbo_charge": [1.03, -0.46, 0.63, -0.62, 0.63, -0.47, 0.09, -0.18, -0.10, -0.22, 0.06, -0.50, 0.10, -0.17, -0.10, -0.21, 0.07, -0.46, 0.28, 0.26, 0.26, 0.23, 0.27, 0.26, 0.26, 0.22, -0.43, -0.33, -0.42, -0.23, -0.17, -0.12, -0.22, -0.16, -0.29, -0.07, 0.24, 0.24, 0.24, 0.44, 0.24, 0.25, 0.22, 0.23, 0.25, 0.22, 0.25, 0.25, 0.23],
  "charge": 2,
  "e_homo_ha": -0.5339,
  "multiplicity": 1,
  "orbital_gap_ha": 0.25914
}

***

No. 2
{
  "formula": "C21H21IrN5O2",
  "method": "ωB97M-V/def2-TZVPD",
  "species": ["N", "C", "C", "H", "H", "H", "N", "C", "C", "H", "H", "H", "N", "C", "C", "H", "H", "H", "Ir", "C", "O", "C", "O", "C", "C", "C", "C", "C", "C", "H", "H", "H", "H", "H", "H", "N", "C", "N", "C", "C", "C", "C", "C", "C", "H", "H", "H", "H", "H", "H"],
  "positions_angstrom": [[2.82494, -1.93293, 0.43885], [3.09825, -2.86653, 1.06066], [3.58576, -4.04141, 1.74992], [4.09241, -4.67206, 1.00551], [2.72855, -4.57591, 2.18050], [4.29308, -3.72027, 2.52994], [-2.67712, 1.63957, 2.21183], [-3.73070, 1.23387, 2.48038], [-5.07816, 0.88056, 2.90286], [-5.11233, -0.15405, 3.27113], [-5.78623, 1.07114, 2.08333], [-5.35540, 1.52778, 3.74027], [1.93844, -0.23291, -4.19888], [1.12950, 0.24161, -4.87848], [0.14952, 0.87108, -5.75390], [-0.16727, 1.83209, -5.31070], [-0.71571, 0.19989, -5.89961], [0.60622, 1.06636, -6.73370], [-0.40681, -0.20055, 0.22039], [-0.99182, 1.48618, -0.48092], [-1.39444, 2.37199, -1.10936], [-0.03248, 0.38409, 1.99039], [0.24263, 0.78444, 3.03529], [-0.53180, -2.31929, 0.75574], [0.08368, -2.45408, -0.50060], [-0.34627, -1.67821, -1.56869], [-1.55657, -0.97049, -1.46607], [-2.34736, -1.12625, -0.30761], [-1.85022, -1.81442, 0.78754], [-0.05695, -2.67309, 1.67517], [0.98926, -3.04687, -0.60288], [0.27323, -1.57252, -2.46381], [-1.85179, -0.26495, -2.24173], [-3.30575, -0.62273, -0.26240], [-2.43566, -1.93845, 1.68726], [3.08187, 1.70833, -1.50208], [1.77641, 1.39836, -1.32409], [1.57784, 0.86693, -0.12552], [2.78424, 0.95561, 0.58518], [3.22556, 0.46130, 1.82179], [4.59519, 0.41548, 2.09181], [5.55012, 0.81971, 1.14454], [5.12994, 1.32436, -0.09939], [3.76165, 1.41912, -0.32342], [3.50491, 2.07596, -2.34621], [1.05519, 1.52849, -2.11750], [2.51126, 0.07251, 2.54206], [4.94091, 0.04223, 3.06222], [6.61653, 0.73704, 1.38096], [5.81676, 1.63319, -0.89265]],
  "forces_ev_per_a": [[-0.104, 0.454, 0.414], [0.637, 0.087, -0.242], [-0.206, -0.163, 0.059], [-0.057, 0.034, 0.295], [0.396, -0.042, 0.051], [-0.226, -0.309, -0.169], [-0.281, -0.954, -0.447], [0.456, 0.653, 0.134], [-0.137, -0.030, 0.029], [-0.089, 0.248, -0.273], [0.183, -0.248, 0.261], [0.060, 0.028, -0.046], [-0.741, 0.540, 0.279], [0.557, -0.201, 0.185], [-0.306, 0.045, -0.198], [0.035, -0.421, -0.296], [0.361, 0.361, 0.061], [-0.103, -0.042, 0.238], [1.465, 1.496, 1.762], [-3.190, 7.457, -3.932], [1.429, -2.985, 2.231], [1.440, 1.315, 6.842], [-0.772, -0.703, -2.930], [-0.248, -2.218, 0.113], [1.239, -1.497, 0.536], [0.077, 0.251, -1.453], [-1.662, -1.080, -2.034], [-1.489, -0.249, -1.343], [-0.529, -1.548, 1.161], [-0.367, -0.324, -0.434], [-0.230, 0.249, -0.015], [-0.254, -0.237, 0.095], [-0.183, -0.514, -0.029], [-0.060, -0.057, 0.096], [-0.031, 0.278, 0.166], [1.050, 0.011, 1.383], [1.627, -0.242, 0.018], [2.175, 0.631, 1.442], [-1.696, -0.725, -1.634], [-1.556, -0.707, 0.451], [0.617, -0.137, 0.812], [0.638, 0.371, -0.600], [0.993, 0.372, -0.170], [-0.740, 0.591, -2.410], [0.026, 0.066, -0.398], [-0.091, -0.047, -0.040], [0.203, 0.151, 0.040], [-0.157, 0.101, -0.261], [-0.278, 0.051, -0.136], [0.119, -0.158, 0.338]],
  "nbo_charge": [-0.52, 0.45, -0.75, 0.32, 0.30, 0.30, -0.46, 0.42, -0.76, 0.28, 0.29, 0.32, -0.45, 0.37, -0.75, 0.27, 0.29, 0.31, 0.88, 0.47, -0.30, 0.51, -0.34, -0.29, -0.14, -0.23, -0.23, -0.21, -0.12, 0.29, 0.29, 0.31, 0.29, 0.31, 0.30, -0.46, 0.42, -0.49, 0.22, 0.03, 0.00, -0.02, -0.05, 0.33, 0.50, 0.29, 0.29, 0.31, 0.32, 0.31],
  "charge": 4,
  "e_homo_ha": [-0.6756, -0.7917],
  "multiplicity": 6,
  "orbital_gap_ha": [0.15488, 0.12752]
}

***

No. 3
{
  "formula": "C21H21N2O7PbS2Te",
  "method": "ωB97M-V/def2-TZVPD",
  "species": ["Pb", "O", "S", "O", "O", "C", "C", "C", "C", "C", "C", "S", "O", "O", "O", "H", "H", "H", "H", "C", "C", "C", "C", "C", "C", "Te", "C", "C", "C", "H", "H", "H", "H", "H", "H", "H", "H", "H", "H", "H", "N", "C", "O", "C", "C", "C", "N", "C", "C", "H", "H", "H", "H", "H", "H"],
  "positions_angstrom": [[-1.10935, 0.95621, -1.17688], [-1.15855, 0.90377, 2.51545], [0.26856, 0.45192, 2.08498], [0.68277, -0.64385, 2.89089], [0.23472, 0.14512, 0.64672], [1.32003, 1.83570, 2.37977], [2.21844, 1.68564, 3.42720], [3.13009, 2.69491, 3.69011], [3.14278, 3.83984, 2.90788], [2.24067, 3.99005, 1.86476], [1.31972, 2.99199, 1.59278], [0.25389, 3.26816, 0.18235], [0.28352, 4.66462, -0.09975], [0.79600, 2.39669, -0.89007], [-1.08783, 2.73811, 0.52588], [2.19384, 0.77792, 4.01326], [3.83765, 2.58468, 4.49983], [3.85730, 4.62603, 3.10977], [2.22825, 4.87740, 1.24689], [-8.28253, 2.55371, 2.45963], [-6.90086, 2.03697, 2.17921], [-5.77714, 2.64300, 2.72331], [-4.49476, 2.14452, 2.52949], [-3.31873, 2.81701, 3.17794], [-4.36036, 0.99582, 1.74812], [-2.50843, -0.02948, 1.35208], [-5.46619, 0.37459, 1.15115], [-5.36156, -0.83597, 0.24999], [-6.72244, 0.91369, 1.38098], [-8.25378, 3.44044, 3.08949], [-8.86604, 1.78766, 2.97246], [-8.80913, 2.79909, 1.53659], [-5.89981, 3.53254, 3.32982], [-3.62399, 3.73724, 3.67018], [-2.55197, 3.04777, 2.44120], [-2.87041, 2.16090, 3.92652], [-4.33708, -1.20033, 0.14233], [-5.73886, -0.60971, -0.74737], [-5.95054, -1.66234, 0.64757], [-7.58426, 0.44197, 0.92072], [-0.19051, -5.40219, -4.92360], [-0.03099, -5.31160, -3.58147], [0.24053, -6.24475, -2.86127], [-0.23904, -3.93420, -2.99945], [0.64128, -3.43519, -2.05001], [0.38614, -2.19848, -1.48821], [-0.68986, -1.47201, -1.80927], [-1.54808, -1.96308, -2.70708], [-1.36251, -3.18113, -3.32872], [-0.03069, -6.29887, -5.35329], [-0.25233, -4.59512, -5.51797], [1.50671, -4.01255, -1.75563], [1.04609, -1.76980, -0.74454], [-2.41936, -1.35484, -2.93418], [-2.08946, -3.54853, -4.04030]],
  "forces_ev_per_a": [[-0.020, 0.602, -0.595], [0.224, 0.021, -0.282], [0.704, -0.402, 0.437], [0.078, 0.137, 0.081], [0.006, 0.090, 0.109], [-0.205, 0.002, -0.126], [-0.144, -0.096, -0.038], [0.091, 0.191, -0.066], [0.049, -0.092, 0.144], [-0.195, -0.046, -0.088], [-0.103, 0.011, -0.118], [0.143, 0.416, -0.139], [0.136, -0.015, 0.088], [0.010, 0.008, -0.068], [0.070, -0.028, 0.033], [0.044, 0.025, 0.019], [-0.021, -0.027, 0.017], [0.007, -0.003, 0.002], [0.037, 0.016, 0.051], [0.008, -0.015, -0.013], [-0.035, -0.063, -0.049], [-0.039, -0.020, 0.008], [0.216, -0.099, 0.032], [-0.026, -0.092, -0.017], [0.074, 0.017, -0.075], [-1.679, -0.556, 0.441], [0.260, -0.020, -0.081], [-0.059, 0.196, 0.226], [0.018, 0.077, 0.042], [-0.020, 0.008, -0.014], [-0.029, 0.037, 0.017], [0.019, 0.018, 0.000], [0.028, -0.013, 0.025], [0.001, 0.006, -0.006], [0.046, 0.095, -0.018], [-0.010, 0.057, 0.043], [0.042, -0.170, -0.126], [0.060, 0.018, -0.020], [0.059, -0.038, 0.001], [0.002, -0.027, 0.020], [-0.069, -0.074, -0.040], [0.185, 0.029, -0.008], [0.008, 0.063, 0.017], [-0.261, 0.093, 0.025], [0.015, -0.108, -0.057], [0.034, -0.035, 0.064], [0.103, -0.222, 0.058], [0.022, 0.054, 0.017], [0.088, -0.065, -0.030], [0.012, -0.012, 0.005], [0.003, 0.024, 0.052], [-0.006, 0.012, 0.031], [0.011, -0.018, -0.022], [0.022, 0.008, -0.018], [-0.015, 0.023, 0.005]],
  "nbo_charge": [1.37, -0.93, 2.39, -0.89, -1.03, -0.27, -0.17, -0.19, -0.16, -0.16, -0.34, 2.41, -0.91, -1.02, -1.05, 0.26, 0.24, 0.24, 0.26, -0.63, 0.03, -0.21, -0.04, -0.65, -0.18, 0.93, -0.06, -0.62, -0.21, 0.22, 0.23, 0.23, 0.22, 0.23, 0.24, 0.23, 0.18, 0.24, 0.25, 0.22, -0.81, 0.64, -0.56, -0.05, -0.19, 0.05, -0.54, 0.05, -0.24, 0.42, 0.40, 0.26, 0.23, 0.20, 0.24],
  "charge": 1,
  "e_homo_ha": -0.4147,
  "multiplicity": 1,
  "orbital_gap_ha": 0.27894
}

***

No. 4
{
  "formula": "C21H21N3O4S",
  "method": "ωB97M-V/def2-TZVPD",
  "species": ["C", "H", "O", "C", "C", "C", "C", "C", "C", "H", "H", "H", "N", "C", "O", "C", "C", "C", "C", "N", "C", "H", "H", "H", "H", "S", "O", "O", "N", "C", "C", "C", "C", "C", "C", "C", "H", "H", "C", "H", "H", "H", "H", "H", "H", "H", "H", "H", "H", "H"],
  "positions_angstrom": [[7.13618, -1.31864, 1.31984], [8.09593, -1.62300, 1.73452], [7.35124, -0.04342, 0.76186], [6.30850, 0.58636, 0.15992], [5.02808, 0.05589, 0.06082], [4.02820, 0.78141, -0.57848], [4.30834, 2.03407, -1.11683], [5.58564, 2.55459, -1.01218], [6.58451, 1.84372, -0.38030], [7.58439, 2.23606, -0.29172], [5.80205, 3.52615, -1.42974], [3.53006, 2.59453, -1.61412], [2.72150, 0.29945, -0.70832], [2.18407, -0.87330, -0.26857], [2.80438, -1.73763, 0.32666], [0.74885, -0.99743, -0.58324], [-0.14139, -0.06449, -1.09303], [-1.38779, -0.69248, -1.18336], [-1.22996, -1.98215, -0.72559], [0.05270, -2.15946, -0.36398], [0.59257, -3.38711, 0.15295], [-0.19299, -4.13986, 0.17013], [1.41745, -3.73154, -0.47116], [0.98244, -3.23618, 1.15996], [-1.96278, -2.76039, -0.65640], [-2.89046, 0.04724, -1.73898], [-3.70889, -0.95124, -2.35300], [-2.55908, 1.23345, -2.47514], [-3.55841, 0.48668, -0.26842], [-4.87050, 0.27838, 0.14592], [-5.73197, -0.73721, -0.22433], [-6.99463, -0.76064, 0.35308], [-7.38220, 0.19409, 1.27732], [-6.50724, 1.20815, 1.64858], [-5.25442, 1.24468, 1.07932], [-4.12574, 2.21099, 1.30467], [-4.42779, 3.23707, 1.09081], [-3.77931, 2.17066, 2.33920], [-3.04199, 1.71456, 0.33015], [-2.09963, 1.48880, 0.83916], [-2.84030, 2.43313, -0.46922], [-6.80434, 1.95706, 2.36787], [-8.36967, 0.15444, 1.71153], [-7.68566, -1.54098, 0.07110], [-5.43414, -1.46865, -0.95604], [0.03487, 0.95285, -1.37962], [2.10205, 0.91874, -1.21011], [4.78564, -0.90938, 0.46759], [6.38885, -1.28668, 2.11848], [6.82276, -2.04138, 0.56041]],
  "forces_ev_per_a": [[-0.037, -0.220, 0.097], [-0.092, -0.020, -0.015], [-0.042, 0.294, -0.154], [-0.084, 0.317, -0.178], [0.159, -0.343, 0.211], [0.396, 0.203, 0.036], [-0.165, -0.113, 0.008], [0.028, -0.119, 0.063], [0.146, -0.141, 0.111], [0.127, 0.053, 0.009], [0.020, 0.080, -0.035], [-0.095, 0.064, -0.057], [-0.272, 0.185, -0.176], [0.019, 0.143, -0.053], [0.017, -0.048, 0.016], [-0.272, 0.436, -0.143], [0.260, -0.131, 0.075], [-0.430, 0.174, -0.276], [-0.361, 0.061, -0.123], [-0.158, 0.350, -0.145], [0.384, -0.661, 0.330], [-0.036, 0.070, -0.042], [-0.106, -0.001, 0.065], [-0.072, -0.054, -0.117], [-0.072, -0.246, 0.055], [0.331, -0.107, 0.478], [-0.067, -0.099, 0.291], [0.163, -0.115, 0.246], [0.534, -0.233, -0.929], [-0.952, -0.158, 0.209], [-0.055, -0.064, -0.034], [0.004, -0.006, 0.007], [-0.140, 0.036, 0.090], [0.027, -0.116, -0.088], [0.192, -0.129, -0.238], [-0.026, -0.072, 0.060], [0.069, -0.007, 0.015], [0.018, 0.045, -0.041], [0.663, 0.575, 0.087], [-0.052, 0.131, -0.024], [-0.008, 0.020, 0.213], [-0.032, 0.075, 0.075], [-0.088, -0.017, 0.029], [-0.056, -0.067, -0.027], [-0.038, -0.081, -0.015], [0.139, 0.227, -0.049], [0.071, -0.167, 0.070], [0.029, -0.030, 0.020], [0.016, -0.006, -0.038], [-0.002, 0.028, 0.031]],
  "nbo_charge": [-0.25, 0.20, -0.49, 0.33, -0.32, 0.17, -0.28, -0.17, -0.28, 0.22, 0.22, 0.20, -0.58, 0.65, -0.62, 0.00, -0.23, -0.44, 0.02, -0.28, -0.40, 0.21, 0.23, 0.23, 0.23, 2.36, -0.93, -0.93, -0.67, 0.14, -0.24, -0.20, -0.23, -0.22, 0.01, -0.44, 0.22, 0.22, -0.22, 0.20, 0.22, 0.21, 0.21, 0.21, 0.24, 0.23, 0.40, 0.25, 0.18, 0.18],
  "e_homo_ha": -0.2988,
  "multiplicity": 1,
  "smiles": "COc1cccc(NC(=O)c2cc(S(=O)(=O)N3CCc4ccccc43)cn2C)c1",
  "orbital_gap_ha": 0.31826
}

***

Question: Which formula does entry 4 have?
Answer: C21H21N3O4S

***

Question: Number 1 is which compound?
Answer: C21H21IrN4O2